Density functional theory data (ωB97M-V/def2-TZVPD) for a structure of composition C34H32F4FeN6OS.

CARTESIAN COORDINATES (ANGSTROEM)
Fe -0.04135 -0.40087 0.24791
C -2.85671 0.62481 -4.73636
C -2.14714 -0.56861 -4.76329
C -1.17127 -0.82400 -3.80827
C -0.88451 0.10599 -2.81247
C -1.59975 1.29749 -2.79405
C -2.57605 1.55495 -3.74461
N 0.08351 -0.16847 -1.80297
C 1.26721 -0.61420 -2.20976
C 1.83554 -0.43302 -3.52663
C 3.07923 -0.88925 -3.80784
C 3.88528 -1.58550 -2.84813
C 3.39693 -1.79330 -1.60271
C 2.10359 -1.31537 -1.27403
N 1.51362 -1.45810 -0.04796
N 2.07839 -2.12569 0.87229
C 1.24461 -2.15022 2.02439
C 1.61183 -2.92764 3.10620
C 0.76744 -2.96715 4.20276
C -0.41282 -2.23734 4.18804
C -0.70175 -1.47356 3.07185
N 0.11812 -1.42728 2.02045
H -3.62514 0.82274 -5.47204
H -2.35504 -1.30805 -5.52718
H -0.61741 -1.75780 -3.83080
H -1.40505 2.01263 -2.00682
H -3.12379 2.48845 -3.70621
H 1.26475 0.09762 -4.27611
H 3.48519 -0.70972 -4.79707
H 4.87558 -1.92908 -3.11527
H 3.97151 -2.30594 -0.84195
H 2.53603 -3.48693 3.05728
H 1.02727 -3.56609 5.06678
H -1.10084 -2.25710 5.02081
H -1.60730 -0.88786 2.98527
C 0.92588 2.49901 -0.45874
N 1.40752 1.35017 0.30685
C 2.86252 1.24683 0.22404
C 1.03420 1.49060 1.72043
C -0.46736 1.69176 1.93045
N -1.31028 0.91899 0.98652
C -2.65512 1.02200 1.14795
C -3.51091 0.50428 0.15308
F -2.95000 -0.03087 -0.95753
C -4.87833 0.52147 0.21552
F -5.56285 -0.03280 -0.80358
C -5.55985 1.09537 1.27046
C -4.76341 1.64610 2.24676
F -5.33834 2.23413 3.31382
C -3.38013 1.62218 2.20497
F -2.76002 2.19499 3.26966
H 1.30790 3.43357 -0.02571
H 1.26836 2.41609 -1.49021
H -0.15962 2.50940 -0.44911
H 3.32351 2.14241 0.65771
H 3.21005 0.37181 0.77436
H 3.17754 1.15310 -0.81601
H 1.40259 0.60489 2.23489
H 1.54306 2.34985 2.19065
H -0.64050 1.43550 2.97917
H -0.68298 2.76120 1.84558
H -6.63759 1.11059 1.32729
C -2.51613 -2.99956 -1.53816
S -1.62242 -2.44529 -0.10823
O -2.62599 -2.34733 0.99486
C -0.69988 -3.95344 0.19129
C -1.08520 -4.73186 1.26982
C -0.37324 -5.89491 1.54069
C 0.70391 -6.25775 0.74224
C 1.07893 -5.46191 -0.33496
C 0.37738 -4.30034 -0.61377
H -3.14705 -3.80056 -1.15368
H -1.82396 -3.35756 -2.29997
H -3.10171 -2.16227 -1.91015
H -1.92067 -4.41138 1.88024
H -0.65966 -6.51532 2.38042
H 1.25613 -7.16330 0.95924
H 1.92563 -5.73927 -0.94958
H 0.67699 -3.66558 -1.44286

Cartesian forces (eV/Å) of the 6 atoms listed first:
Fe 0.02 -0.92 -1.68
C 0.03 -0.06 0.03
C 0.03 0.02 0.05
C -0.03 -0.12 -0.10
C 0.31 0.26 0.34
C -0.04 0.20 -0.10

Results
- Kohn-Sham gap (alpha / beta): 5.7 / 5.6 eV
- ΔE to the lowest compared entry with this formula, charge and spin: 0.500 eV
- Lowest unoccupied orbital energy (alpha / beta): -1.0 / -1.0 eV

How is the electron density shared among the atoms? According to Mulliken, the charges in e are: -0.113, -0.669, -1.005, 0.199, -1.123, -0.119, -0.773, 1.024, 0.596, -0.744, -0.645, -0.759, -0.977, 0.132, 3.379, -1.862, -0.460, -0.844, -0.444, -1.064, -0.321, 0.864, 0.390, 0.404, 0.620, 0.272, 0.449, 0.507, 0.430, 0.441, 0.454, 0.565, 0.425, 0.488, 0.267, -1.295, 0.986, -1.328, -1.526, -1.338, 1.626, -0.011, -0.639, 0.104, -0.123, -0.325, -0.755, 0.187, -0.337, 0.573, -0.365, 0.447, 0.265, 0.177, 0.442, 0.322, 0.295, 0.345, 0.543, 0.490, 0.725, 0.522, -1.464, 1.610, -0.730, 0.108, -0.705, -0.656, -0.576, -0.758, -0.318, 0.547, 0.434, 0.345, 0.519, 0.427, 0.414, 0.448, 0.362